A single C12H15ClN4OS molecule at a distorted geometry, computed with the ωB97M-V functional and the def2-TZVPD basis.

Properties
Molecular weight   298.8 g/mol
Highest occupied orbital energy   -0.296 Eh
Structure (SMILES)   CN1CCN([C@@H]2Sc3nc(Cl)ccc3NC2=O)CC1
LUMO level   0.35 eV

Atoms and positions in Å:
C  -0.517  -1.399  3.621
N  -0.952  -0.039  3.346
C  0.126  0.898  2.881
C  0.416  0.847  1.420
N  -0.840  1.075  0.669
C  -0.754  1.421  -0.796
S  -0.185  -0.089  -1.627
C  1.596  0.093  -1.615
N  2.348  -0.990  -1.826
C  3.692  -0.856  -1.926
Cl  4.756  -2.190  -2.097
C  4.304  0.418  -1.730
C  3.525  1.570  -1.533
C  2.178  1.404  -1.550
N  1.436  2.598  -1.450
C  0.126  2.628  -1.102
O  -0.370  3.753  -1.056
C  -1.918  0.096  1.015
C  -2.192  0.063  2.548
H  0.373  -1.429  4.269
H  -0.255  -1.900  2.686
H  -1.312  -1.956  4.175
H  -0.154  1.933  3.131
H  1.065  0.661  3.388
H  0.819  -0.151  1.178
H  1.166  1.600  1.176
H  -1.717  1.695  -1.180
H  5.389  0.490  -1.780
H  4.029  2.518  -1.447
H  1.864  3.523  -1.572
H  -1.600  -0.904  0.657
H  -2.826  0.393  0.491
H  -2.739  0.974  2.826
H  -2.884  -0.752  2.802